1.
DFT (wB97M-V/def2-TZVPD) results for a molecular structure, C23H48NOP3SYb.

The geometry in ORCA input format:
```
! wB97M-V def2-TZVPD RIJCOSX def2/J DEFGRID3
* xyz 3 2
Yb 0.1681 0.0033 -0.1562
P -1.8572 1.8530 0.4101
P -2.4084 -1.4277 0.9404
P 1.6850 2.2621 -0.8800
H -1.1907 -4.0431 -1.7399
C -0.2017 -4.1503 -2.1921
C 0.8946 -4.0523 -1.4266
H 0.8770 -4.2293 -0.3452
C -2.7955 1.9744 -1.1449
C -3.1936 2.0824 1.6249
C -1.0742 3.4966 0.5025
C -1.7874 -3.1368 0.9770
C -2.9669 -1.3612 2.6793
C -4.0452 -1.6522 0.1360
C 2.9682 1.0017 -1.2721
C 2.7893 3.6186 -0.2767
C 1.2980 2.9363 -2.5525
H -0.2280 -4.2955 -3.2903
H 1.8617 -3.7016 -1.7808
H -3.4867 2.8152 -1.0582
H -3.3397 1.0423 -1.3292
H -2.1169 2.1100 -1.9911
H -3.7538 2.9763 1.3261
H -2.7696 2.2440 2.6242
H -3.8686 1.2210 1.6641
H -1.8488 4.2374 0.7428
H -0.5623 3.7691 -0.4311
H -0.3189 3.4961 1.3002
H -2.6405 -3.8291 1.0053
H -1.1892 -3.2602 1.8894
H -1.1519 -3.3757 0.1140
H -3.6277 -2.2126 2.8761
H -3.5051 -0.4311 2.8740
H -2.0862 -1.4100 3.3330
H -4.6128 -2.4021 0.7038
H -3.9202 -1.9811 -0.9038
H -4.5960 -0.7012 0.1259
H 3.4146 1.2609 -2.2472
H 2.6342 -0.0571 -1.3328
H 3.7503 1.0770 -0.4915
H 3.3844 4.0245 -1.1212
H 3.4540 3.2050 0.4989
H 2.1754 4.4081 0.1863
H 2.2332 2.8775 -3.1384
H 0.9989 4.0014 -2.4321
H 0.4909 2.3827 -3.0693
C 0.9395 -1.6077 -5.3623
C 0.5416 -0.8483 -6.4893
C 0.9694 -1.1796 -7.7782
C 1.7926 -2.2856 -7.9950
C 2.1611 -3.0671 -6.8972
C 1.7484 -2.7359 -5.5935
S 0.5487 -1.0015 -3.7198
H 0.3285 -2.0618 -2.8051
H -0.1199 0.0193 -6.3350
H 0.6698 -0.5727 -8.6377
H 2.1411 -2.5302 -9.0056
H 2.7791 -3.9581 -7.0510
H 2.0622 -3.3706 -4.7509
O 0.3222 0.0742 1.9205
C 0.5090 0.0820 3.1935
C 1.7266 -0.5343 3.7718
C 2.5430 0.5701 4.4768
C 2.0390 0.8738 5.8864
C 0.6543 1.5053 5.9820
C -0.4776 0.6711 5.3857
N -0.4382 0.6783 3.9253
H 1.4848 -1.3820 4.4453
H 2.3153 -0.9327 2.9285
H 3.5976 0.2492 4.4855
H 2.4993 1.4704 3.8325
H 2.0561 -0.0469 6.4723
H 2.7675 1.5541 6.3358
H 0.4288 1.6583 7.0489
H 0.6681 2.5100 5.5316
H -0.4138 -0.3814 5.7178
H -1.4560 1.0501 5.7210
H -1.3219 0.8638 3.4277
*
```

The value obtained for the lowest unoccupied orbital energy (alpha / beta) is -9.7 / -11.1 eV. The HOMO-LUMO gap (alpha / beta) is 5.64 / 4.21 eV. The HOMO energy (alpha / beta) is -15.30 / -15.30 eV. The total energy comes out at -98373.4663 eV.



2.
DFT (wB97M-V/def2-TZVPD) results for a molecular structure, C23H49BrN2O2OsSi2.

The geometry in ORCA input format:
```
! wB97M-V def2-TZVPD RIJCOSX def2/J DEFGRID3
* xyz 2 5
Os -0.1473 0.4727 -1.2704
C -3.3601 -3.1461 4.5563
C -1.8426 -3.3370 4.4785
C -1.5382 -4.8405 4.3763
C -1.2061 -2.7795 5.7633
C -1.2222 -2.6345 3.2898
C -1.9748 -1.8809 2.3913
C -1.3380 -1.2657 1.3419
Br -2.3421 -0.1535 0.1109
C 0.0459 -1.3568 1.0763
O 0.5730 -0.7931 0.0297
C 0.8190 -2.0927 2.0269
C 0.1605 -2.7033 3.0744
C 2.3317 -2.1399 1.8625
C 2.6824 -2.7921 0.5165
C 2.8845 -0.7046 1.9199
C 3.0006 -2.9473 2.9793
H -3.7462 -3.6630 5.4318
H -3.8569 -3.5649 3.6838
H -3.6252 -2.0952 4.6538
H -2.0009 -5.3648 5.2077
H -0.4701 -5.0322 4.4088
H -1.9339 -5.2518 3.4508
H -1.6454 -3.2655 6.6292
H -1.3791 -1.7087 5.8477
H -0.1351 -2.9569 5.7851
H -3.0403 -1.7747 2.5040
H 0.7483 -3.2703 3.7743
H 2.2668 -2.2340 -0.3200
H 2.2974 -3.8086 0.4858
H 3.7619 -2.8325 0.3987
H 2.5019 -0.0972 1.1005
H 3.9682 -0.7293 1.8496
H 2.6178 -0.2411 2.8678
H 2.6551 -3.9784 2.9778
H 2.8138 -2.5013 3.9540
H 4.0753 -2.9567 2.8168
N -0.2707 5.6523 0.7774
C 1.0471 5.0021 0.4834
C 0.8774 3.7153 -0.3440
N 0.4400 2.5433 0.3900
H -0.1309 6.5975 1.1605
H -0.8147 5.1058 1.4595
H -0.8189 5.7315 -0.0915
H 1.5558 4.7922 1.4269
H 1.6535 5.7129 -0.0796
H 1.8443 3.4754 -0.7890
H 0.1744 3.8787 -1.1664
H -0.4361 2.6784 0.8838
H 1.1472 2.2060 1.0335
C 0.1567 0.2824 -5.0620
Si 1.5319 -0.4202 -3.9463
C 3.2328 -0.2186 -4.7893
C 1.2112 -2.2493 -3.5076
C 1.6001 0.6741 -2.3097
H 0.3147 -0.0642 -6.0789
H 0.1587 1.3663 -5.0715
H -0.8322 -0.0404 -4.7484
H 3.1871 -0.6850 -5.7674
H 4.0326 -0.6957 -4.2337
H 3.4984 0.8237 -4.9373
H 0.7744 -2.7530 -4.3652
H 0.5249 -2.3732 -2.6709
H 2.1368 -2.7645 -3.2657
H 1.7510 1.6963 -2.6614
H 2.4704 0.3545 -1.7392
C -3.1875 1.7658 -4.4263
Si -2.1556 2.6749 -3.1089
C -3.3710 3.3012 -1.7489
C -1.2680 4.2210 -3.8333
O -1.0338 1.7780 -2.4062
H -4.0860 2.3362 -4.6286
H -3.4894 0.7780 -4.0933
H -2.6497 1.6553 -5.3607
H -4.0878 3.9834 -2.1891
H -2.8778 3.8219 -0.9318
H -3.9275 2.4738 -1.3216
H -1.9537 4.7600 -4.4762
H -0.4070 3.9380 -4.4295
H -0.9229 4.9097 -3.0664
*
```

The value obtained for the lowest unoccupied orbital energy (alpha / beta) is -6.0 / -7.5 eV. The HOMO-LUMO gap (alpha / beta) is 7.14 / 5.79 eV. The HOMO energy (alpha / beta) is -13.19 / -13.26 eV. The total energy comes out at -119973.3484 eV.



3.
DFT (wB97M-V/def2-TZVPD) results for a molecular structure, C23H49CeN2OP3S.

The geometry in ORCA input format:
```
! wB97M-V def2-TZVPD RIJCOSX def2/J DEFGRID3
* xyz 3 2
Ce -0.0850 -0.1490 0.1379
P 1.9139 1.1623 1.0774
P -1.8974 1.6139 0.1702
P 0.5268 0.8336 -2.2877
H -1.0514 -2.6002 -0.5339
C -0.3712 -1.9626 -1.0736
C 1.0564 -1.8941 -0.5763
H 1.3152 -2.4802 0.2929
C 2.2920 0.6802 2.7175
C 1.8735 2.9231 1.1445
C 3.4017 0.7457 0.1808
C -3.3979 1.0491 -0.5904
C -2.3712 2.0471 1.8161
C -1.6228 3.2075 -0.5575
C 1.6486 -0.2101 -3.1846
C 1.2354 2.4415 -2.4463
C -0.9333 0.8422 -3.3194
H -0.5446 -1.8467 -2.1140
H 1.8290 -1.7255 -1.2864
H 2.3677 -0.4111 2.8487
H 1.5472 1.0486 3.4360
H 3.2568 1.1348 2.9540
H 1.0574 3.2753 1.7875
H 1.7575 3.3881 0.1590
H 2.8316 3.2367 1.5784
H 3.5794 -0.3372 0.1908
H 4.2187 1.2540 0.7108
H 3.3866 1.0792 -0.8600
H -4.1451 1.8415 -0.4384
H -3.7695 0.1160 -0.1359
H -3.2780 0.8667 -1.6640
H -3.1842 2.7785 1.7031
H -1.5480 2.5165 2.3724
H -2.7448 1.2007 2.4085
H -2.5354 3.7754 -0.3387
H -1.4820 3.1739 -1.6383
H -0.7648 3.7210 -0.1068
H 1.7259 0.2579 -4.1712
H 1.2830 -1.2360 -3.3027
H 2.6424 -0.2462 -2.7210
H 1.2788 2.6338 -3.5254
H 2.2499 2.4694 -2.0401
H 0.6466 3.2293 -1.9649
H -0.5795 1.0760 -4.3335
H -1.6600 1.5957 -3.0121
H -1.4300 -0.1374 -3.3287
C -0.6081 -2.7019 -7.0719
C -1.7936 -2.9825 -7.8025
C -2.0325 -4.2615 -8.2997
C -1.1096 -5.2893 -8.0881
C 0.0624 -5.0301 -7.3711
C 0.3117 -3.7570 -6.8700
S -0.2352 -1.1404 -6.4180
H -1.3626 -0.5032 -6.8535
H -2.5120 -2.1859 -7.9683
H -2.9480 -4.4546 -8.8570
H -1.3023 -6.2918 -8.4808
H 0.7876 -5.8214 -7.2003
H 1.2242 -3.5520 -6.3111
C -0.0382 0.0263 4.8940
N 0.1747 -1.1966 4.0936
C 0.4454 -2.4356 4.8857
C -0.7800 -2.7410 5.7203
C -2.0260 -2.8950 4.8396
N -1.9557 -2.0916 3.6012
C -3.1693 -2.1318 2.7298
C -0.9479 -1.4369 3.1959
O -0.8175 -0.9478 1.9607
H -0.2812 0.8736 4.2519
H 0.8648 0.1907 5.4697
H -0.8992 -0.0795 5.5600
H 0.6613 -3.2357 4.2012
H 1.3130 -2.2221 5.4909
H -0.9324 -1.9493 6.4570
H -0.6199 -3.6545 6.3032
H -2.9105 -2.6338 5.4307
H -2.1094 -3.9367 4.5299
H -2.9184 -2.5503 1.7407
H -3.9538 -2.7415 3.1845
H -3.5594 -1.1170 2.6102
*
```

The value obtained for the lowest unoccupied orbital energy (alpha / beta) is -7.3 / -12.0 eV. The HOMO-LUMO gap (alpha / beta) is 7.01 / 1.80 eV. The HOMO energy (alpha / beta) is -14.35 / -13.83 eV. The total energy comes out at -81273.9774 eV.